The following is a DFT calculation (ωB97M-V/def2-TZVPD) of 8 unconnected molecules or ions with the total composition C27H53NO31S7.

Geometry as XYZ:
```
119
Properties=species:S:1:pos:R:3
C 5.12794 2.03495 2.09020
O 5.27989 1.96073 0.67995
C 6.21833 0.95725 0.27860
C 5.82333 0.50972 -1.13730
C 5.81573 -1.01325 -1.38547
C 5.21247 -1.86056 -0.24713
C 3.91595 -1.30755 0.35862
C 2.63707 -1.47473 -0.49344
C 1.43785 -1.00129 0.41984
C 0.73630 0.29500 -0.03947
C 1.67510 1.47320 -0.37709
O 1.18156 2.72506 0.08749
C 2.32388 -2.99928 -0.68336
C 1.43879 -3.00469 -1.93749
C 1.86421 -1.74254 -2.73542
O 1.58060 -1.46429 -3.87887
N 2.64470 -1.04221 -1.86376
H 5.25121 3.08940 2.38003
H 4.09631 1.77652 2.37557
H 5.81857 1.39739 2.65168
H 7.20388 1.45340 0.23514
H 6.30927 0.14340 1.00824
H 4.87833 0.95654 -1.46541
H 6.57608 0.92913 -1.81965
H 6.81220 -1.39979 -1.63587
H 5.21776 -1.18083 -2.29111
H 5.96324 -1.98148 0.54579
H 5.06629 -2.87086 -0.64708
H 3.73361 -1.87045 1.28307
H 3.98538 -0.25326 0.65582
H 1.82235 -0.86497 1.43688
H 0.67456 -1.78877 0.44283
H 0.01117 0.08749 -0.83816
H 0.12706 0.63933 0.81177
H 2.70701 1.31180 -0.04231
H 1.74323 1.56016 -1.47792
H 0.22410 2.65019 0.01133
H 3.17343 -3.62528 -0.98853
H 1.93605 -3.48291 0.21529
H 1.61216 -3.82265 -2.64189
H 0.37371 -2.80655 -1.75138
H 2.92351 -0.09721 -2.09274
C -2.29673 -4.35819 -5.57110
C -0.96153 -4.19181 -4.88068
O -1.13279 -4.85179 -3.61595
S -2.13265 -6.08452 -3.78476
O -1.38106 -7.27534 -3.93926
O -3.15630 -5.96494 -2.80520
O -2.73120 -5.67900 -5.21448
H -3.03179 -3.64441 -5.19358
H -2.22182 -4.26215 -6.65082
H -0.68952 -3.14883 -4.73520
H -0.16251 -4.70064 -5.42328
C 4.75740 6.84500 -1.87249
C 4.98765 7.43861 -0.50047
O 5.07915 6.30551 0.37352
S 5.73547 5.07006 -0.41847
O 7.12273 5.02175 -0.11291
O 4.89849 3.93993 -0.27095
O 5.57348 5.66863 -1.90437
H 3.71633 6.54294 -2.00736
H 5.04123 7.52674 -2.67019
H 4.18227 8.09647 -0.19136
H 5.93326 7.97896 -0.45688
C -6.30141 -5.47385 -1.58983
C -5.95307 -6.90545 -1.92250
O -7.12137 -7.65412 -1.53897
S -8.42460 -6.76117 -1.76854
O -9.00762 -7.10349 -3.01490
O -9.17867 -6.74780 -0.56288
O -7.69103 -5.34744 -1.93045
H -6.19197 -5.27458 -0.52180
H -5.70466 -4.76214 -2.15265
H -5.07716 -7.25479 -1.38584
H -5.79824 -7.03815 -2.99397
C -11.85520 -5.41831 -1.44854
C -12.37337 -4.68796 -0.23114
O -12.94669 -3.48185 -0.75217
S -13.55969 -3.76909 -2.20810
O -14.95328 -4.00087 -2.07985
O -13.03754 -2.80595 -3.10775
O -12.83781 -5.17577 -2.46584
H -10.90423 -5.00333 -1.78404
H -11.74241 -6.48385 -1.27491
H -11.58797 -4.46136 0.48438
H -13.16512 -5.25324 0.26585
C -3.00353 -3.28534 3.72592
C -2.70040 -1.84958 3.35139
O -1.35670 -1.88292 2.85944
S -1.08747 -3.28898 2.13658
O -1.26535 -3.11956 0.73879
O 0.08480 -3.85960 2.68954
O -2.36755 -4.06857 2.70945
H -2.56047 -3.54857 4.68858
H -4.07040 -3.49187 3.75087
H -2.78004 -1.17077 4.19619
H -3.35012 -1.50299 2.54428
C -0.58084 2.48415 5.21505
C -0.24825 3.91343 4.84328
O 1.09409 3.85536 4.35575
S 1.34367 2.44333 3.62357
O 1.17818 2.61212 2.21762
O 2.50345 1.85111 4.18548
O 0.03898 1.68719 4.20214
H -0.14484 2.21297 6.17924
H -1.65239 2.30007 5.23810
H -0.31692 4.59151 5.68981
H -0.88911 4.27487 4.03544
C 5.47466 10.20527 3.28881
C 5.55446 11.71559 3.22353
O 5.54343 12.01464 1.82145
S 4.65414 10.92759 1.05142
O 3.35420 11.45561 0.85303
O 5.42828 10.39350 -0.01097
O 4.57961 9.84324 2.22961
H 6.44456 9.74540 3.08938
H 5.09592 9.84903 4.24304
H 6.45397 12.10736 3.69006
H 4.67734 12.18176 3.67757
```

The calculation puts the frontier orbital gap at 0.3174 Ha. As for the SMILES: COCCCCC[C@]1(CCCO)CCC(=O)N1.O=S1(=O)OCCO1.O=S1(=O)OCCO1.O=S1(=O)OCCO1.O=S1(=O)OCCO1.O=S1(=O)OCCO1.O=S1(=O)OCCO1.O=S1(=O)OCCO1. Its net charge is 0.